A cluster of 10 separate species, C60H50N10O20 in total. Source: the Open Molecules 2025 dataset; level of theory: wB97M-V/def2-TZVPD.

Each line ends with the Löwdin spin population.
Element x y z (Å)
C  -21.132  -28.849  15.395  0.07
C  -19.783  -28.937  15.106  0.28
C  -19.190  -27.900  14.339  0.08
C  -19.930  -26.905  13.827  0.07
C  -21.381  -26.918  13.995  0.32
C  -21.939  -27.900  14.818  0.08
N  -19.255  -25.895  12.917  0.00
O  -19.793  -24.807  12.908  0.02
O  -18.217  -26.210  12.253  -0.01
H  -21.488  -29.707  15.946  0.00
H  -19.310  -29.808  15.536  0.01
H  -18.129  -27.987  14.156  0.00
H  -22.042  -26.150  13.622  0.01
H  -22.982  -27.843  15.093  0.00
C  -29.094  -28.969  18.400  0.00
C  -28.088  -28.087  18.206  0.00
C  -27.075  -28.317  17.297  0.00
C  -27.114  -29.462  16.494  0.00
C  -28.130  -30.414  16.691  0.00
C  -28.995  -30.181  17.710  0.00
N  -26.233  -29.635  15.321  0.00
O  -26.199  -30.645  14.691  0.00
O  -25.737  -28.581  14.887  0.00
H  -29.854  -28.994  19.167  0.00
H  -28.030  -27.250  18.885  0.00
H  -26.375  -27.548  17.006  0.00
H  -28.311  -31.242  16.022  0.00
H  -29.875  -30.776  17.903  0.00
C  -30.234  -23.263  22.018  0.00
C  -29.446  -23.930  21.026  0.00
C  -29.538  -25.308  20.923  0.00
C  -30.434  -25.963  21.858  0.00
C  -31.180  -25.247  22.731  0.00
C  -31.112  -23.912  22.782  0.00
N  -30.409  -27.415  21.994  0.00
O  -29.468  -28.018  21.538  0.00
O  -31.317  -27.890  22.583  0.00
H  -30.300  -22.185  21.997  0.00
H  -28.843  -23.365  20.331  0.00
H  -28.843  -25.783  20.246  0.00
H  -31.885  -25.693  23.417  0.00
H  -31.707  -23.376  23.506  0.00
C  -26.954  -28.941  11.522  0.00
C  -25.633  -29.224  11.476  0.00
C  -25.080  -29.718  10.286  0.00
C  -25.807  -29.798  9.023  0.00
C  -27.124  -29.396  9.113  0.00
C  -27.711  -29.023  10.364  0.00
N  -25.245  -30.340  7.818  0.00
O  -24.081  -30.161  7.544  0.00
O  -25.981  -30.972  7.132  0.00
H  -27.452  -28.749  12.461  0.00
H  -24.914  -29.444  12.252  0.00
H  -24.066  -30.059  10.436  0.00
H  -27.660  -29.720  8.234  0.00
H  -28.784  -28.903  10.389  0.00
C  -23.330  -32.410  15.170  0.00
C  -22.446  -32.705  16.200  0.00
C  -21.106  -32.613  15.924  0.00
C  -20.590  -32.422  14.590  0.01
C  -21.562  -32.075  13.565  0.01
C  -22.943  -32.077  13.921  0.00
N  -19.112  -32.578  14.301  0.00
O  -18.277  -32.326  15.210  0.00
O  -18.803  -32.808  13.108  0.00
H  -24.400  -32.456  15.314  0.00
H  -22.691  -32.801  17.247  0.00
H  -20.337  -32.805  16.658  0.00
H  -21.224  -32.042  12.540  0.00
H  -23.527  -31.796  13.057  0.00
C  -30.041  -27.372  12.828  0.00
C  -31.068  -26.549  12.509  0.00
C  -32.012  -26.229  13.469  0.00
C  -31.808  -26.655  14.801  0.00
C  -30.684  -27.460  15.124  0.00
C  -29.808  -27.906  14.104  0.00
N  -32.806  -26.397  15.865  0.00
O  -33.920  -26.042  15.492  0.00
O  -32.687  -26.812  17.028  0.00
H  -29.368  -27.518  11.996  0.00
H  -31.133  -26.238  11.476  0.00
H  -32.918  -25.659  13.326  0.00
H  -30.509  -27.887  16.101  0.00
H  -28.951  -28.540  14.274  0.00
C  -33.674  -36.734  16.348  0.00
C  -34.296  -35.503  16.207  0.00
C  -33.616  -34.314  16.343  0.00
C  -32.292  -34.338  16.765  0.00
C  -31.649  -35.598  16.857  0.00
C  -32.306  -36.792  16.642  0.00
N  -31.550  -33.082  17.159  0.00
O  -32.141  -32.027  17.030  0.00
O  -30.330  -33.164  17.418  0.00
H  -34.020  -37.745  16.195  0.00
H  -35.277  -35.437  15.759  0.00
H  -33.959  -33.308  16.150  0.00
H  -30.662  -35.732  17.276  0.00
H  -31.819  -37.756  16.607  0.00
C  -32.467  -30.364  19.698  0.00
C  -33.370  -31.388  19.891  0.00
C  -34.673  -31.126  20.247  0.00
C  -35.058  -29.859  20.326  0.00
C  -34.227  -28.754  20.178  0.00
C  -32.878  -29.093  19.871  0.00
N  -36.459  -29.530  20.643  0.00
O  -37.156  -30.336  21.194  0.00
O  -36.870  -28.350  20.554  0.00
H  -31.528  -30.581  19.211  0.00
H  -33.113  -32.402  19.623  0.00
H  -35.385  -31.920  20.414  0.00
H  -34.709  -27.788  20.219  0.00
H  -32.184  -28.350  19.507  0.00
C  -28.185  -32.299  13.118  0.00
C  -29.386  -31.657  12.781  0.00
C  -29.741  -31.381  11.484  0.00
C  -28.924  -31.851  10.390  0.00
C  -27.750  -32.457  10.780  0.00
C  -27.353  -32.653  12.118  0.00
N  -29.363  -31.835  8.958  0.00
O  -28.756  -32.524  8.153  0.00
O  -30.367  -31.165  8.736  0.00
H  -27.943  -32.545  14.142  0.00
H  -30.030  -31.509  13.635  0.00
H  -30.755  -31.099  11.245  0.00
H  -26.905  -32.600  10.122  0.00
H  -26.371  -33.072  12.279  0.00
C  -18.597  -26.545  17.958  0.00
C  -19.677  -25.892  17.357  0.00
C  -21.011  -26.210  17.583  0.00
C  -21.317  -27.322  18.469  0.00
C  -20.205  -28.099  18.946  0.01
C  -18.832  -27.666  18.766  0.02
N  -22.740  -27.804  18.606  0.00
O  -23.616  -27.386  17.919  0.00
O  -22.972  -28.566  19.543  0.00
H  -17.648  -26.065  17.771  0.00
H  -19.531  -24.997  16.770  0.00
H  -21.787  -25.600  17.143  0.00
H  -20.426  -29.040  19.428  0.00
H  -17.908  -28.137  19.066  0.00

<S²> = 0.769
charge = +1
energy relative to the best compared isomer or geometry (same formula, charge and spin) = 0.000 eV
HOMO-LUMO gap (alpha / beta) = 5.860 / 1.971 eV
2S+1 = 2